# C24H46O6

A single C24H46O6 molecule (the ωB97M-V functional and the def2-TZVPD basis, OMol25).

Results
structure (SMILES): CCCCCCCCCCCCCCCCCC(=O)OC[C@H](O)[C@H]1OC[C@H](O)[C@H]1O
total energy: -37920.357 eV
ΔE to the lowest compared entry with this formula, charge and spin: 0.06 kJ/mol
largest force on an atom: 0.755 eV/Å
HOMO: -9.73 eV

Geometry as ORCA input:
```
! wB97M-V def2-TZVPD RIJCOSX def2/J DEFGRID3
* xyz 0 1
C -5.232 0.143 1.812
C -5.842 -1.185 1.376
C -4.808 -2.157 0.804
C -4.272 -1.714 -0.555
C -3.260 -2.689 -1.158
C -2.001 -2.846 -0.305
C -0.823 -3.401 -1.102
C 0.447 -3.469 -0.255
C 1.691 -3.758 -1.094
C 3.000 -3.555 -0.327
C 3.258 -2.086 0.006
C 4.646 -1.844 0.594
C 4.859 -0.385 1.006
C 4.972 0.565 -0.186
C 5.340 1.991 0.225
C 4.212 2.775 0.898
H 3.773 2.193 1.707
C 3.108 3.204 -0.075
C 2.115 2.130 -0.428
O 1.787 1.851 -1.558
O 1.609 1.543 0.656
C 0.614 0.541 0.471
H 0.493 0.096 1.460
H 0.979 -0.210 -0.238
C -0.741 1.049 -0.050
O -0.813 1.020 -1.453
H 0.018 1.403 -1.797
H -1.510 0.350 0.304
C -1.108 2.442 0.500
H -1.054 2.411 1.598
O -0.195 3.416 0.013
C -0.898 4.580 -0.360
H -0.304 5.102 -1.109
C -2.249 4.095 -0.878
O -3.209 5.109 -0.778
H -4.069 4.736 -1.003
H -2.155 3.742 -1.917
C -2.528 2.875 0.032
O -3.278 1.878 -0.592
H -2.735 1.486 -1.296
H -3.124 3.202 0.891
H -1.064 5.237 0.504
H 2.513 3.997 0.385
H 3.538 3.586 -1.002
H 4.642 3.679 1.335
H 5.663 2.543 -0.661
H 6.190 1.948 0.910
H 5.748 0.187 -0.856
H 4.037 0.583 -0.747
H 4.034 -0.076 1.651
H 5.780 -0.317 1.590
H 4.771 -2.481 1.473
H 5.409 -2.131 -0.133
H 2.520 -1.742 0.732
H 3.142 -1.496 -0.906
H 3.825 -3.926 -0.940
H 2.982 -4.143 0.593
H 1.643 -4.786 -1.460
H 1.693 -3.100 -1.967
H 0.565 -2.511 0.254
H 0.338 -4.237 0.515
H -1.067 -4.392 -1.490
H -0.642 -2.745 -1.957
H -1.719 -1.867 0.089
H -2.203 -3.501 0.545
H -2.970 -2.311 -2.141
H -3.729 -3.665 -1.304
H -5.112 -1.609 -1.245
H -3.803 -0.734 -0.461
H -3.985 -2.251 1.514
H -5.268 -3.143 0.696
H -6.616 -1.001 0.628
H -6.322 -1.653 2.239
H -4.798 0.672 0.968
H -4.452 -0.025 2.553
H -5.994 0.778 2.257
*
```

Table of Löwdin atomic charges, one value per atom, all in e: -0.11, -0.27, -0.23, -0.21, -0.21, -0.22, -0.21, -0.22, -0.21, -0.21, -0.23, -0.21, -0.21, -0.20, -0.20, -0.18, 0.11, -0.08, -0.50, 0.11, 0.01, -0.09, 0.14, 0.12, -0.28, -0.02, 0.08, 0.14, -0.18, 0.17, -0.09, -0.11, 0.14, -0.30, 0.00, 0.10, 0.17, -0.25, -0.03, 0.09, 0.16, 0.14, 0.13, 0.13, 0.11, 0.11, 0.11, 0.12, 0.09, 0.11, 0.11, 0.11, 0.11, 0.10, 0.11, 0.11, 0.11, 0.11, 0.11, 0.08, 0.12, 0.12, 0.11, 0.10, 0.12, 0.11, 0.11, 0.12, 0.09, 0.10, 0.11, 0.10, 0.10, 0.04, 0.07, 0.07